(1)
A single C22H26N2O4S molecule at a distorted geometry. Source: the Open Molecules 2025 dataset; level of theory: ωB97M-V with the def2-TZVPD basis set.

## Properties
**Kohn-Sham gap**: 8.24 eV
**SMILES**: COc1ccc(CN(C[C@@H]2CCCO2)C(=O)c2cc3sccc3n2C)c(OC)c1

Last column: Mulliken charge in e.
Atoms and positions in Å:
H -2.788 0.752 3.114  0.301
N 1.601 0.418 -0.474  0.312
H 5.462 0.043 -1.387  0.387
H -3.284 -1.229 1.951  0.494
H -4.667 1.359 -1.787  0.394
C -0.199 -0.905 0.551  0.272
H -2.292 -0.722 3.998  0.350
O -3.942 -2.623 0.007  -0.470
H -0.727 0.887 -3.313  0.338
H 1.032 0.521 1.553  0.383
C -1.942 0.214 3.551  -0.887
O 4.128 -0.025 1.247  -0.364
C -1.658 -2.297 -0.791  -1.091
C -0.516 1.538 -0.741  0.624
C -0.432 -1.689 -0.562  -0.324
H -1.822 -0.385 -2.717  0.224
C 1.124 -0.210 0.747  -1.022
H -5.759 2.449 0.319  0.482
O -0.931 -0.018 2.598  -0.392
H 3.665 1.746 0.345  0.383
H 5.689 -0.635 2.395  0.291
H 3.108 -0.947 -0.950  0.298
H -5.285 -3.703 -1.004  0.264
H 5.614 1.768 -1.017  0.378
O 1.215 1.617 -2.348  -0.719
H -1.482 0.832 4.320  0.239
N -1.635 1.308 -1.503  0.166
C -2.685 -2.109 0.122  0.599
C 6.323 0.414 0.560  -0.583
C -2.460 -1.343 1.266  -0.415
S -3.595 2.826 1.369  -0.199
C 5.436 -0.554 1.337  -0.514
H -4.133 -2.837 -2.049  0.325
H -3.617 -4.304 -1.168  0.338
H -1.791 -2.902 -1.673  0.437
C 4.002 0.743 0.052  0.430
C -4.244 -3.407 -1.120  -0.871
C -4.712 2.300 0.144  -0.284
H 3.071 0.576 -1.888  0.545
H 5.472 -1.557 0.884  0.278
H -2.485 1.127 -3.380  0.454
C -2.718 1.719 -0.796  0.257
C 2.954 0.136 -0.894  -1.602
C -1.669 0.695 -2.801  -1.034
H -0.213 2.498 1.214  0.594
C -4.123 1.738 -0.941  -1.227
C -2.268 2.269 0.409  0.267
C 5.397 0.791 -0.594  -0.863
H 7.254 -0.041 0.232  0.366
C 0.833 1.209 -1.258  0.306
C -1.229 -0.754 1.496  0.480
H 6.546 1.289 1.171  0.277
C -0.873 2.160 0.442  -0.636
H 1.889 -0.928 1.052  0.589
H 0.358 -1.817 -1.287  0.373



(2)
2 unconnected molecules or ions with the total composition C22H26N3 at a distorted geometry. Source: the Open Molecules 2025 dataset; level of theory: ωB97M-V with the def2-TZVPD basis set.

## Properties
**Charge**: +1
**Kohn-Sham gap**: 5.16 eV

Last column: Mulliken charge in e.
Atoms and positions in Å:
H 4.622 -0.184 1.870  0.327
H -2.833 -4.728 2.516  0.373
C -1.707 4.481 -2.293  -0.702
H 0.053 -0.401 -2.241  0.447
C -2.537 4.121 0.042  -0.591
H -2.524 5.979 -1.031  0.356
C 5.857 -3.355 2.104  -0.281
C -1.885 5.097 -0.919  -0.715
H -1.058 5.135 -2.904  0.393
H 6.793 -1.387 2.046  0.367
C 4.641 -1.266 1.998  -0.420
H -1.177 3.088 -4.314  0.387
C -0.457 1.219 -3.526  -0.737
H 0.470 3.172 -3.622  0.299
H -2.428 -0.527 -0.184  0.380
C -1.577 -3.081 1.945  -0.488
C -2.762 -3.813 1.915  -0.758
C -1.197 2.340 -1.123  0.158
C -0.538 2.731 -3.487  -0.660
C -0.174 -1.198 0.986  0.649
H 4.662 -5.165 2.034  0.359
H 2.498 -3.939 1.832  0.316
H -0.914 5.425 -0.526  0.308
C -3.836 -3.378 1.120  -0.301
C -3.732 -2.184 0.381  -0.717
N -1.088 3.160 -2.213  0.196
H -4.578 -1.832 -0.219  0.399
C 0.948 -1.718 1.609  -0.551
C 0.039 0.688 -2.209  -0.786
N -1.840 2.861 -0.023  -0.196
H 6.813 -3.893 2.112  0.379
H -2.689 4.390 -2.804  0.332
H 0.224 0.918 -4.326  0.357
H -2.481 4.523 1.064  0.357
H -1.918 2.208 0.738  0.196
H -3.593 3.962 -0.242  0.282
H -1.454 0.827 -3.761  0.313
H -0.781 -3.437 2.604  0.382
H 0.766 -2.678 2.092  -0.104
C -2.542 -1.449 0.392  -0.023
C 5.851 -1.947 2.066  -0.577
H 2.357 -0.114 1.440  0.384
C 4.640 -4.068 2.060  -0.677
C 3.427 -3.379 1.987  -0.321
H -4.738 -3.984 1.084  0.394
C -1.420 -1.900 1.134  0.454
H 1.075 1.037 -2.077  0.272
C 3.398 -1.950 1.939  0.982
H -0.151 -0.319 0.327  0.652
C 2.220 -1.184 1.653  -0.397
N -0.749 1.094 -1.048  -0.450



(3)
A single C22H26N4O2 molecule at a distorted geometry. Source: the Open Molecules 2025 dataset; level of theory: ωB97M-V with the def2-TZVPD basis set.

## Properties
**Kohn-Sham gap**: 9.14 eV
**SMILES**: Cc1noc(C)c1CC(=O)N[C@H]1CC(C)(C)Cc2c1cnn2-c1ccccc1

Last column: Mulliken charge in e.
Atoms and positions in Å:
H 1.856 -3.650 -1.841  0.456
H -1.211 1.300 1.582  0.813
H -0.176 -2.366 -1.255  0.475
C 2.961 1.663 0.234  0.213
C -2.201 -0.630 -1.135  0.414
H -4.343 -0.929 -1.242  0.405
C 1.473 -2.704 0.071  2.087
H 4.120 4.518 -1.147  0.373
C -3.228 2.205 -0.384  0.332
C 0.049 -0.345 0.734  0.773
N 0.732 1.766 1.018  -1.234
C 1.748 -3.008 1.546  -2.024
H 1.995 3.347 -0.644  0.479
C 2.946 2.906 -0.389  -0.320
H 3.172 -1.358 -0.026  0.550
C -3.619 -0.130 -1.403  -1.306
H 1.212 -3.902 1.856  0.428
H 6.271 3.474 -0.536  0.382
N -4.787 2.234 1.175  -0.803
H -6.522 0.473 1.717  0.371
N 1.736 1.036 0.512  0.778
C 5.356 1.741 0.322  -0.784
N -2.077 -1.275 0.045  0.045
C -0.286 0.946 1.170  -1.939
H 6.295 1.293 0.612  0.365
H -6.522 -0.158 0.059  0.343
C 5.343 2.970 -0.317  -0.383
H -5.428 -0.844 1.263  0.263
H -3.673 0.200 -2.442  0.319
C -4.876 1.088 0.552  0.504
O -3.773 2.932 0.606  -0.169
H -2.877 -1.296 0.656  0.395
H 2.811 -3.179 1.703  0.445
C -0.036 -2.634 -0.208  -1.858
H -0.982 -1.984 1.639  0.586
H 1.674 -4.783 -0.502  0.444
C 2.121 -1.360 -0.314  -0.914
C 4.170 1.089 0.608  -0.185
C 1.360 -0.253 0.317  0.408
H -1.632 2.000 -1.755  0.247
H 2.076 -1.236 -1.401  0.344
C -5.899 0.077 0.921  -1.222
C -2.092 2.774 -1.147  -1.341
C 2.078 -3.815 -0.790  -2.139
H -2.439 3.582 -1.791  0.460
H 4.185 0.152 1.143  0.500
H -1.352 3.178 -0.459  0.292
H 1.440 -2.181 2.181  0.395
H 3.159 -3.846 -0.668  0.427
C 4.135 3.554 -0.662  -0.659
C -3.893 1.008 -0.475  1.162
C -0.777 -1.586 0.638  0.168
H -0.489 -3.614 -0.042  0.457
O -1.285 -0.438 -1.906  -0.617



(4)
A single C22H26N6O2S2 molecule at a distorted geometry. Source: the Open Molecules 2025 dataset; level of theory: ωB97M-V with the def2-TZVPD basis set.

## Properties
**Kohn-Sham gap**: 8.90 eV
**SMILES**: C=CCn1c(SCC(=O)Nc2nc(C)cs2)nnc1[C@@H](NC(=O)c1ccccc1)C(C)C

Last column: Mulliken charge in e.
Atoms and positions in Å:
C -2.070 -1.205 0.049  0.545
C -1.875 2.558 0.275  -0.259
H -3.864 -0.171 1.481  0.471
N -5.282 1.676 0.097  -0.116
H -1.029 -4.863 -2.473  0.313
H 4.462 5.245 0.302  0.405
C 2.920 1.797 -0.484  0.472
C -2.214 3.823 -0.083  -0.416
H 0.172 2.877 0.778  0.533
C -0.781 -1.405 -2.090  -0.928
H -1.576 4.671 -0.220  0.471
N -1.831 -1.214 1.334  -0.741
S -3.918 3.967 -0.323  -0.242
C 0.041 -1.503 0.312  -0.212
H -0.121 1.538 -0.338  -0.121
N -0.510 -1.389 1.490  -0.263
H 1.207 -2.125 2.704  0.259
H 2.882 -1.558 2.570  0.319
H 1.613 -1.936 -1.029  0.445
O -6.844 0.115 0.418  -0.621
C 1.500 -1.664 0.026  -0.653
H 0.471 -4.041 1.101  0.236
C -1.039 -3.900 -1.995  -1.031
C 3.846 1.932 0.546  -0.188
H 2.294 -0.065 1.134  0.420
C -4.046 2.256 0.091  0.442
H 2.558 -3.243 2.944  0.492
S -3.616 -1.005 -0.714  -0.306
C 4.399 3.170 0.821  -0.779
C -0.786 -2.792 -2.664  -0.022
H 1.395 -4.321 -0.382  0.329
C -5.669 0.394 0.425  0.306
H -1.275 -3.898 -0.943  0.238
C -0.500 2.056 0.543  -0.516
H -6.057 2.285 -0.144  0.228
N 2.163 -0.381 0.187  0.179
H 2.019 -4.879 1.172  0.498
N -2.925 1.695 0.366  -0.129
H 0.147 -0.888 -2.367  0.173
H 2.839 5.011 -1.543  0.402
C 4.030 4.280 0.079  -0.373
C 3.119 4.149 -0.956  -0.689
H 4.162 1.069 1.115  0.554
H 5.122 3.268 1.617  0.404
C 2.207 -2.388 2.370  -1.418
C 2.181 -2.746 0.886  0.146
C 1.471 -4.081 0.677  -1.448
H 3.211 -2.834 0.521  0.502
H -0.526 1.349 1.370  0.295
H -0.562 -2.820 -3.721  0.416
O 1.916 0.235 -1.969  -0.746
C -4.585 -0.584 0.776  -0.670
C 2.572 2.913 -1.241  -0.444
H -1.621 -0.840 -2.513  0.703
N -0.918 -1.375 -0.659  1.080
C 2.291 0.494 -0.836  0.129
H -5.038 -1.498 1.158  0.463
H 1.869 2.789 -2.051  0.465



Among the records above, which one has the highest Kohn-Sham gap?
C22H26N4O2